Entry 1:
{"formula": "ClH2O", "method": "the ωB97M-V functional and the def2-TZVPD basis", "total_charge": -1, "e_above_lowest_kcal_mol": 5.87, "fmax_ev_per_a": 1.17, "elements": ["O", "H", "H", "Cl"], "coordinates": [[0.597, 0.358, 0.980], [0.325, 0.080, 0.075], [-0.046, 1.061, 1.226], [-0.876, -1.499, -2.281]], "forces_ev_per_angstrom": [[-0.7780, 0.7219, -0.2983], [0.0357, -0.0267, 0.5480], [0.6636, -0.8674, -0.4148], [0.0787, 0.1721, 0.1652]], "nbo_charge": [-0.970, 0.510, 0.456, -0.996]}

Entry 2:
{"formula": "C5H12O2", "method": "the ωB97M-V functional and the def2-TZVPD basis", "smiles": "CC/C=C(\\C)O.O", "e_above_lowest_kcal_mol": 26.99, "fmax_ev_per_a": 0.52, "elements": ["H", "H", "H", "C", "H", "H", "H", "H", "H", "H", "C", "H", "C", "O", "H", "C", "O", "H", "C"], "coordinates": [[1.020, -2.780, 0.017], [-0.870, 2.276, 1.120], [1.715, -1.294, 0.684], [-0.546, 0.133, 1.248], [-2.368, 1.335, 1.292], [-1.425, 0.209, -0.803], [-0.945, -0.712, 1.825], [0.498, 0.260, 1.564], [0.827, 1.094, -0.968], [0.014, 2.167, -1.628], [-1.319, 1.404, 1.606], [-1.309, 1.565, 2.690], [1.372, -1.774, -0.237], [0.775, 2.059, -1.044], [0.817, -1.431, -2.670], [0.242, -1.011, -0.873], [-0.011, -1.271, -2.202], [2.235, -1.881, -0.906], [-0.605, -0.211, -0.219]], "forces_ev_per_angstrom": [[0.1216, 0.0837, -0.0457], [-0.0809, -0.1439, 0.0645], [-0.0902, -0.0798, -0.1817], [0.0446, -0.1173, 0.0610], [0.1694, -0.0140, 0.0311], [0.1040, -0.0480, 0.0889], [0.0470, 0.1132, 0.0084], [-0.1815, -0.0678, -0.0490], [-0.0222, 0.2619, 0.1183], [0.1231, 0.1408, 0.0490], [-0.0343, 0.0233, -0.0262], [0.0108, -0.0010, -0.1842], [0.0124, 0.0034, -0.0105], [0.1325, 0.2182, -0.3074], [-0.0884, -0.0737, 0.1152], [-0.2550, -0.0096, 0.4528], [0.1404, -0.0273, -0.1562], [-0.1658, 0.0660, 0.0454], [0.0124, -0.3281, -0.0736]], "nbo_charge": [0.232, 0.224, 0.231, -0.432, 0.199, 0.213, 0.207, 0.207, 0.475, 0.463, -0.603, 0.209, -0.681, -0.949, 0.475, 0.285, -0.690, 0.212, -0.275]}

Entry 3:
{"formula": "C2H8N3", "method": "the ωB97M-V functional and the def2-TZVPD basis", "total_charge": 1, "smiles": "C1NC[NH2+]N1", "e_above_lowest_kcal_mol": 82.87, "fmax_ev_per_a": 4.44, "elements": ["H", "H", "H", "C", "H", "N", "H", "H", "N", "C", "H", "N", "H"], "coordinates": [[1.059, 1.900, -0.184], [0.602, -1.472, 1.305], [0.443, -2.076, -0.334], [0.336, -1.165, 0.239], [0.661, 0.921, 1.247], [-0.945, 0.760, -0.114], [1.262, -0.233, -1.277], [-1.464, -1.114, -0.676], [1.235, -0.159, -0.310], [0.581, 0.974, 0.201], [-1.360, 1.235, 0.801], [-0.936, -0.627, 0.048], [-1.474, 1.057, -0.946]], "forces_ev_per_angstrom": [[-1.0439, -0.3022, 0.1643], [-0.4147, 0.9718, -1.1408], [-0.1738, -0.2970, -0.0797], [2.9618, -1.8889, 0.5352], [-0.3421, 0.2404, 1.4593], [-0.2047, 1.3735, 3.8954], [0.2945, 0.1652, -2.1982], [-0.0148, 0.5136, 0.3112], [-0.4702, -0.2080, 3.0468], [2.6031, 1.8460, -3.0103], [0.1691, -1.1017, -2.6033], [-4.1213, -1.5745, -0.4863], [0.7571, 0.2619, 0.1065]], "nbo_charge": [0.260, 0.214, 0.236, -0.104, 0.220, -0.390, 0.377, 0.403, -0.554, -0.083, 0.437, -0.467, 0.451]}

Entry 4:
{"formula": "C3H6BrO2S", "method": "the ωB97M-V functional and the def2-TZVPD basis", "total_charge": -1, "e_above_lowest_kcal_mol": 16.95, "fmax_ev_per_a": 3.45, "elements": ["C", "H", "O", "C", "Br", "H", "O", "C", "H", "H", "H", "S", "H"], "coordinates": [[-1.441, 0.449, 0.560], [-1.238, -0.335, 1.327], [-3.154, 1.936, -0.967], [0.787, 0.030, 0.004], [-4.068, -0.823, -0.071], [-0.943, -0.878, -0.925], [-1.509, 1.818, 1.020], [-0.599, 0.075, -0.619], [0.679, 0.639, 0.812], [-0.850, 0.821, -1.411], [1.546, 0.498, -0.612], [-3.017, 1.310, 0.330], [1.092, -0.996, 0.160]], "forces_ev_per_angstrom": [[-1.8909, 0.5936, 0.2275], [-0.9291, 0.7492, 0.0585], [0.3076, 0.4369, -1.0813], [0.5487, -0.7116, -3.3299], [-1.6928, -2.3182, -0.6549], [-0.3429, -1.0197, -0.5534], [1.6915, 0.2417, -0.0142], [-0.7806, 1.8701, 0.0119], [0.5524, 1.1994, 2.8416], [0.8333, -0.5384, 0.3258], [0.2916, 0.0096, -0.3597], [1.3189, -0.4114, 1.9080], [0.0922, -0.1013, 0.6200]], "nbo_charge": [-0.123, 0.166, -0.983, -0.611, -0.694, 0.219, -0.770, -0.460, 0.212, 0.227, 0.195, 1.422, 0.199]}

Entry 5:
{"formula": "C10H15F5N3OSSnTe", "method": "the ωB97M-V functional and the def2-TZVPD basis", "total_charge": 1, "e_above_lowest_kcal_mol": 1.64, "fmax_ev_per_a": 0.36, "elements": ["Sn", "H", "C", "C", "H", "F", "N", "C", "Te", "N", "C", "N", "H", "F", "H", "F", "H", "H", "C", "H", "H", "H", "F", "C", "H", "C", "H", "C", "S", "H", "F", "O", "H", "C", "H", "C", "H"], "coordinates": [[0.195, -2.402, 0.699], [-2.994, -3.565, -0.723], [-2.467, -1.493, -0.934], [1.725, 0.701, -0.556], [-1.785, -0.450, 0.704], [0.831, -2.939, 3.588], [2.431, 0.889, 0.539], [2.898, 2.203, 0.995], [1.109, -1.101, 3.670], [-1.914, -1.411, 0.401], [-2.915, -0.490, -3.058], [1.409, 1.731, -1.332], [-3.859, -3.738, -3.029], [2.258, -1.415, 5.057], [0.886, 1.524, -2.167], [1.562, 0.685, 3.787], [3.925, 2.353, 0.655], [-2.535, -1.844, 1.081], [-2.973, -2.703, -1.381], [2.776, 3.308, -1.568], [2.385, 4.263, 0.674], [2.898, 2.190, 2.083], [2.581, -1.364, 2.518], [-2.429, -0.385, -1.763], [0.999, 3.203, 0.921], [1.980, 3.279, 0.447], [-2.028, 0.555, -1.400], [-3.458, -2.798, -2.677], [1.233, -0.879, -1.090], [1.078, 3.776, -1.458], [-0.254, -0.921, 4.879], [0.058, -0.847, 2.183], [2.702, 0.069, 1.058], [-3.430, -1.694, -3.516], [-2.896, 0.374, -3.708], [1.834, 3.107, -1.054], [-3.815, -1.769, -4.524]], "forces_ev_per_angstrom": [[-0.1809, 0.2261, 0.1307], [-0.0131, 0.0035, 0.0002], [0.0410, -0.0015, 0.0449], [-0.1469, 0.0480, 0.0579], [-0.0002, 0.0414, -0.0160], [-0.0069, -0.0707, 0.0658], [0.0374, 0.0399, -0.0456], [0.0285, -0.0686, -0.0033], [0.0333, -0.0577, -0.3198], [-0.0373, -0.0291, -0.0482], [0.0054, 0.0114, 0.0026], [0.0076, 0.0344, 0.0661], [-0.0049, 0.0037, 0.0036], [0.0602, 0.0155, 0.0666], [-0.0061, -0.0116, 0.0048], [-0.0300, 0.1133, 0.0035], [-0.0009, 0.0073, 0.0019], [-0.0396, -0.0065, -0.0004], [0.0304, 0.0049, -0.0107], [0.0040, 0.0070, 0.0045], [0.0087, -0.0013, -0.0067], [-0.0212, 0.0142, 0.0133], [0.1156, 0.0022, 0.0497], [-0.0022, -0.0085, -0.0402], [0.0079, 0.0113, 0.0081], [-0.0396, 0.0071, 0.0211], [-0.0149, 0.0013, 0.0124], [-0.0037, -0.0046, -0.0133], [0.1091, -0.0095, -0.2506], [0.0019, 0.0043, -0.0027], [-0.1050, 0.1182, 0.0593], [0.1846, -0.3103, 0.0460], [-0.0093, -0.0847, 0.1099], [-0.0082, -0.0045, 0.0145], [-0.0088, -0.0005, -0.0017], [-0.0065, -0.0417, -0.0261], [0.0107, -0.0038, -0.0022]], "nbo_charge": [1.289, 0.216, 0.099, 0.389, 0.421, -0.614, -0.551, -0.225, 3.478, -0.872, -0.179, -0.560, 0.232, -0.572, 0.431, -0.608, 0.213, 0.416, -0.211, 0.213, 0.250, 0.242, -0.642, -0.244, 0.222, -0.428, 0.212, -0.189, -0.305, 0.231, -0.588, -1.247, 0.445, -0.203, 0.227, -0.223, 0.233]}

Entry 6:
{"formula": "C5H14ClO2PSiZr", "method": "the ωB97M-V functional and the def2-TZVPD basis", "total_charge": 4, "fmax_ev_per_a": 4.81, "elements": ["C", "Cl", "H", "C", "H", "H", "H", "Si", "H", "C", "H", "P", "H", "H", "C", "H", "H", "H", "C", "H", "Zr", "O", "H", "H", "O"], "coordinates": [[0.865, -2.056, -0.344], [-1.736, -2.993, -2.735], [0.657, 3.101, 2.388], [1.020, 1.503, 0.980], [0.498, -2.724, 0.460], [0.060, 1.836, -0.993], [0.020, 0.181, 2.466], [-0.369, -0.600, -0.510], [1.575, 0.859, -1.061], [0.650, 1.044, -0.465], [0.962, -2.640, -1.283], [-1.357, -0.895, -2.574], [2.098, 1.918, 0.899], [1.651, -0.506, 1.839], [0.127, 2.667, 1.494], [1.582, 0.829, 2.999], [-0.839, 2.232, 1.866], [-0.036, 3.433, 0.708], [1.063, 0.392, 2.111], [-1.666, -1.499, 1.071], [-0.798, -2.906, -5.294], [-2.859, -0.205, -2.583], [1.870, -1.642, -0.110], [-3.459, -0.715, -2.000], [-1.578, -0.614, 0.672]], "forces_ev_per_angstrom": [[-0.8566, 0.6095, -0.4209], [0.1918, -0.1048, -0.3345], [-0.4935, -0.3125, -0.3701], [-3.1292, 0.0333, 0.3172], [0.4180, 0.1895, -0.3439], [0.2295, -0.5994, 0.3114], [0.4463, 0.3249, -0.5453], [1.0127, -1.8261, 4.3319], [-0.6938, -0.5089, 0.0624], [1.3408, 3.3346, -0.3854], [0.0724, 0.1855, 0.5459], [-2.7461, 1.9252, -2.2447], [0.0946, -1.1287, -0.2944], [-0.2219, 0.5847, -0.0708], [0.7984, -1.0465, -0.7387], [-0.3794, -0.5310, -0.4155], [0.2487, 0.7387, 0.0196], [-0.1307, -0.4624, 0.5098], [1.3710, 0.4896, 1.1301], [-0.2304, 0.1858, 0.5703], [-0.3687, -0.1561, 0.2603], [2.8313, -1.8996, 0.3655], [-0.5217, -0.3498, -0.0447], [-0.6826, 0.5181, -0.0345], [1.3992, -0.1935, -2.1811]], "nbo_charge": [-1.151, -0.254, 0.331, -0.205, 0.306, 0.307, 0.291, 1.603, 0.315, -0.703, 0.263, 0.931, 0.455, 0.256, -0.610, 0.320, 0.299, 0.274, -0.599, 0.547, 1.978, -0.869, 0.310, 0.551, -0.946]}

| no. | LUMO (eV) |
| --- | --- |
| 1 | 4.3 |
| 2 | 0.7 |
| 3 | -3.8 |
| 4 | 3.8 |
| 5 | -3.8 |
| 6 | -19.7 |